The following is a DFT calculation (ωB97M-V with the def2-TZVPD basis set) of a molecular structure, C28H31BGeN7V.

Last column: Löwdin spin population.
Geometry (Å):
V: -0.10 -0.31 0.41  2.215
C: 1.85 -4.26 0.64  0.001
C: 0.87 -3.36 0.19  0.009
N: 1.20 -2.12 0.52  0.004
N: 2.37 -2.19 1.18  0.004
C: 2.79 -3.46 1.27  0.007
B: 3.03 -0.89 1.67  0.001
N: 2.11 -0.20 2.70  0.002
C: 2.37 0.15 3.97  0.006
C: 1.28 0.84 4.46  0.001
C: 0.38 0.87 3.39  0.009
N: 0.89 0.25 2.34  0.001
N: 3.20 0.06 0.47  0.001
C: 4.33 0.65 0.05  0.003
C: 4.02 1.45 -1.03  0.001
C: 2.64 1.28 -1.19  0.005
N: 2.15 0.43 -0.30  0.009
H: 1.87 -5.33 0.53  0.000
H: -0.05 -3.54 -0.34  0.001
H: 3.71 -3.70 1.76  0.001
H: 4.09 -1.11 2.18  0.000
H: 3.31 -0.12 4.42  0.001
H: 1.15 1.25 5.45  0.000
H: -0.61 1.29 3.34  0.001
H: 5.26 0.46 0.55  0.000
H: 4.68 2.07 -1.61  0.000
H: 1.98 1.73 -1.92  0.000
C: -2.63 -2.67 3.27  0.027
C: -3.56 -3.21 2.38  0.009
C: -3.50 -2.87 1.04  0.021
C: -2.52 -1.97 0.60  0.022
C: -1.56 -1.43 1.46  0.019
C: -1.65 -1.81 2.80  0.002
C: -2.39 -1.61 -0.82  0.162
C: -3.43 -1.74 -1.75  0.010
C: -3.27 -1.34 -3.06  0.189
C: -1.99 -0.87 -3.48  0.011
C: -1.71 -0.52 -4.81  0.044
C: -0.44 -0.14 -5.19  0.005
C: 0.59 -0.14 -4.25  0.048
C: 0.33 -0.47 -2.94  0.013
C: -0.96 -0.79 -2.51  0.033
N: -1.18 -1.06 -1.17  0.093
H: -2.67 -2.94 4.32  0.002
H: -4.31 -3.91 2.73  0.000
H: -4.20 -3.33 0.35  0.001
H: -0.92 -1.43 3.52  -0.001
H: -4.38 -2.12 -1.41  -0.004
H: -4.09 -1.40 -3.77  0.013
H: -2.51 -0.56 -5.54  0.001
H: -0.24 0.13 -6.22  -0.001
H: 1.61 0.11 -4.55  0.004
H: 1.13 -0.51 -2.21  0.002
C: -0.54 3.31 -2.17  0.001
Ge: -0.61 3.26 -0.20  -0.001
C: 1.12 3.82 0.57  0.001
C: -1.85 4.72 0.29  -0.002
C: -1.20 1.55 0.47  -0.013
H: -0.28 4.31 -2.52  0.000
H: -1.52 3.05 -2.57  0.000
H: 0.17 2.60 -2.59  0.000
H: 1.39 4.82 0.23  0.000
H: 1.92 3.13 0.31  0.000
H: 1.03 3.83 1.66  0.000
H: -1.51 5.69 -0.08  0.000
H: -1.94 4.78 1.38  0.000
H: -2.85 4.53 -0.11  0.000
H: -2.12 1.30 -0.08  0.002
H: -1.52 1.72 1.50  0.004

Highest occupied orbital energy (spin up / spin down) = -2.2 / -4.9 eV
Frontier orbital gap (spin up / spin down) = 4.95 / 7.67 eV
Total charge = -1
<S²> = 3.802
2S+1 = 4
Relative energy (zero: lowest compared OMol25 entry of this formula, charge and spin) = 13.5 kJ/mol

---

The following is a DFT calculation (ωB97M-V with the def2-TZVPD basis set) of 2 unconnected molecules or ions with the total composition C6H9N2O2 in a non-equilibrium geometry.

Last column: natural (NBO) charge in e.
Geometry (Å):
C: -1.50 1.90 -0.05  -0.629
C: -1.23 0.94 1.07  0.065
C: -1.67 -0.46 2.63  0.148
C: -0.17 0.07 1.12  -0.083
N: -2.17 0.57 2.01  -0.479
N: -0.46 -0.80 2.13  -0.512
H: -2.15 -0.93 3.47  0.182
H: -0.70 1.82 -0.79  0.223
H: -1.52 2.93 0.30  0.202
H: 0.12 -1.55 2.47  0.421
H: 0.76 0.02 0.59  0.242
H: -2.41 1.68 -0.60  0.216
C: 1.75 -0.30 -2.34  -0.754
C: 2.06 -1.67 -1.62  0.767
O: 3.25 -1.82 -1.27  -0.791
O: 1.08 -2.42 -1.52  -0.792
H: 2.41 0.53 -2.10  0.186
H: 0.74 0.03 -2.09  0.186
H: 1.79 -0.55 -3.40  0.202

Highest occupied orbital energy = -4.0 eV
Frontier orbital gap = 7.49 eV
Total charge = -1
2S+1 = 1
Relative energy (zero: lowest compared OMol25 entry of this formula, charge and spin) = 92.5 kJ/mol

---

The following is a DFT calculation (ωB97M-V with the def2-TZVPD basis set) of a gas-phase ion, C3H7N4 (charge +1) in a non-equilibrium geometry.

Last column: natural (NBO) charge in e.
Geometry (Å):
C: -0.61 -1.23 0.35  0.313
C: -1.70 0.76 0.58  0.379
C: 0.41 0.82 -0.56  -0.060
N: -1.71 -0.51 0.53  -0.493
N: 0.47 -0.61 -0.16  -0.120
N: -0.50 1.46 0.37  -0.591
N: 1.65 -1.23 -0.19  -0.584
H: -0.59 -2.14 0.99  0.257
H: -2.51 1.31 0.84  0.213
H: 1.46 1.19 -0.44  0.244
H: 0.05 0.92 -1.56  0.214
H: -0.18 2.42 0.51  0.447
H: 1.56 -2.25 -0.29  0.399
H: 2.19 -0.90 -0.97  0.382

Highest occupied orbital energy = -13.9 eV
Frontier orbital gap = 8.86 eV
SMILES = NN1C=NC=[NH+]C1
Total charge = +1
2S+1 = 1
Relative energy (zero: lowest compared OMol25 entry of this formula, charge and spin) = 233.2 kJ/mol

---

The following is a DFT calculation (ωB97M-V with the def2-TZVPD basis set) of 2 unconnected molecules or ions with the total composition C22H18F3N2 in a non-equilibrium geometry.

Last column: natural (NBO) charge in e.
Geometry (Å):
F: 6.03 3.50 0.82  -0.311
C: 5.81 2.31 1.47  0.963
F: 6.59 1.36 0.86  -0.310
F: 6.29 2.47 2.74  -0.309
C: 4.36 1.95 1.46  -0.031
C: 3.98 0.63 1.20  -0.196
C: 2.64 0.35 1.02  -0.105
C: 1.64 1.36 1.14  -0.096
C: 0.32 1.04 0.79  0.100
C: -0.83 1.84 0.97  -0.095
C: -2.06 1.17 1.22  -0.112
C: -3.22 1.89 1.47  -0.223
C: -3.20 3.30 1.47  -0.094
C: -2.01 3.98 1.19  -0.223
C: -0.84 3.27 0.90  -0.146
C: 2.07 2.64 1.64  -0.108
C: 3.42 2.95 1.72  -0.204
H: 4.73 -0.14 1.11  0.260
H: 2.33 -0.67 0.77  0.245
H: 0.15 0.03 0.43  0.279
H: -2.05 0.08 1.24  0.238
H: -4.15 1.36 1.69  0.244
H: -4.11 3.86 1.70  0.241
H: -1.98 5.07 1.20  0.242
H: 0.06 3.81 0.61  0.226
H: 1.34 3.38 1.95  0.233
H: 3.74 3.95 1.99  0.258
C: -3.52 -4.99 -0.50  -0.635
C: -2.63 -4.11 -1.33  -0.005
C: -1.98 -3.02 -0.73  -0.242
C: -1.14 -2.21 -1.49  0.169
C: -0.96 -2.49 -2.86  0.079
C: -1.59 -3.56 -3.49  -0.224
C: -2.43 -4.36 -2.70  -0.192
N: -0.08 -1.51 -3.33  -0.526
C: 0.24 -0.69 -2.28  0.212
N: -0.37 -1.09 -1.17  -0.568
H: -3.97 -5.78 -1.12  0.223
H: -2.97 -5.47 0.32  0.226
H: -4.34 -4.43 -0.04  0.223
H: -2.11 -2.79 0.33  0.210
H: -1.42 -3.74 -4.55  0.226
H: -2.95 -5.22 -3.15  0.224
H: 0.26 -1.41 -4.28  0.428
H: 0.92 0.15 -2.40  0.206

Highest occupied orbital energy = -11.0 eV
Frontier orbital gap = 5.13 eV
Total charge = +1
2S+1 = 1
Relative energy (zero: lowest compared OMol25 entry of this formula, charge and spin) = 0.0 kJ/mol

---

The following is a DFT calculation (ωB97M-V with the def2-TZVPD basis set) of 2 unconnected molecules or ions with the total composition C5H14N7 in a non-equilibrium geometry.

Last column: Löwdin spin population.
Geometry (Å):
C: 1.04 0.45 -1.09  0.196
C: -2.18 -2.30 1.39  0.235
C: -0.94 -1.93 1.02  0.008
C: -0.68 -0.61 0.33  0.277
C: -1.60 1.59 -0.35  0.029
N: 0.57 -0.36 0.00  0.075
N: -1.65 0.16 -0.03  0.118
N: 0.27 0.75 -2.07  0.621
N: 2.37 0.74 -0.93  0.291
N: 3.21 -1.14 1.37  0.003
N: -0.85 2.45 0.19  0.072
N: -2.59 1.82 -1.34  0.011
H: -2.32 -3.11 2.09  0.015
H: -3.12 -1.80 1.01  0.015
H: -0.05 -2.52 1.23  -0.005
H: 1.33 -0.95 0.50  0.001
H: -2.59 -0.06 0.03  0.007
H: 0.66 1.36 -2.76  0.018
H: 2.76 0.64 0.02  0.007
H: 2.71 1.22 -1.76  0.005
H: 2.66 -1.29 2.22  0.000
H: 3.95 -0.48 1.62  0.000
H: -1.10 3.39 -0.14  0.002
H: 3.68 -2.05 1.16  0.000
H: -2.53 2.78 -1.77  0.000
H: -3.03 1.24 -1.94  0.001

Highest occupied orbital energy (spin up / spin down) = -9.0 / -12.8 eV
Frontier orbital gap (spin up / spin down) = 6.33 / 5.27 eV
Total charge = +1
<S²> = 2.039
2S+1 = 3
Relative energy (zero: lowest compared OMol25 entry of this formula, charge and spin) = 0.0 kJ/mol